This record from OMol25 describes 2 unconnected molecules or ions with the total composition C9H12IP at a distorted geometry. The level of theory is ωB97M-V/def2-TZVPD.

- gap between HOMO and LUMO (alpha / beta) (eV) = 2.6 / 2.6
- ⟨S²⟩ = 2.0172

```
! wB97M-V def2-TZVPD RIJCOSX def2/J DEFGRID3
* xyz 0 3
C 3.2234 0.3093 -3.1085
C 3.7082 -0.8662 -2.6317
C 1.8861 0.4494 -3.4692
C 2.8179 -1.9092 -2.4005
C 0.9931 -0.5513 -3.1819
C 1.4032 -1.7178 -2.5535
C -2.0651 1.8956 0.1250
C -1.7473 0.5397 2.3442
C -2.2315 0.5334 0.9090
P -0.7241 -0.4883 1.2678
I -1.8739 -2.4992 1.7378
H 3.7439 1.2199 -3.1067
H 4.7627 -0.9403 -2.3631
H 1.4508 1.2472 -4.0604
H 3.2121 -2.9097 -1.9854
H -0.1002 -0.4891 -3.3453
H -1.0294 2.0515 -0.0282
H -2.5853 1.8812 -0.8984
H -2.4447 2.7831 0.6300
H 0.6368 -2.5347 -2.2686
H -2.2103 0.0630 3.1960
H -1.4055 1.5608 2.5734
H -3.1796 -0.0162 0.7022
*
```

How is the electron density shared among the atoms? According to Löwdin, the charges in e are: -0.089 -0.106 -0.087 -0.075 -0.126 -0.073 -0.127 -0.496 -0.618 0.417 0.334 0.093 0.112 0.108 0.129 0.114 0.026 0.090 0.061 0.131 0.036 0.070 0.075